[1]
{"formula": "C2H5IO2", "method": "ωB97M-V/def2-TZVPD", "symbols": ["C", "C", "O", "O", "I", "H", "H", "H", "H", "H"], "xyz": [[-0.25, -1.33, 0.14], [-0.67, 0.04, 0.53], [-1.17, 0.83, -0.24], [1.65, 1.53, 0.50], [1.45, 2.05, -1.24], [-0.64, -2.06, 0.85], [0.84, -1.38, 0.18], [-0.59, -1.57, -0.87], [-0.52, 0.30, 1.59], [-0.09, 1.60, -1.44]], "mulliken_charge": [-0.8721, 0.2309, -0.5650, -0.6873, 0.4769, 0.3201, 0.2873, 0.2887, 0.2950, 0.2254], "homo_lumo_gap_ha": 0.328, "e_lumo_ha": 0.003, "de_lowest_kcal_mol": 89.61}

=====

[2]
{"formula": "CH8N6O", "method": "ωB97M-V/def2-TZVPD", "symbols": ["H", "N", "N", "O", "C", "N", "N", "N", "N", "H", "H", "H", "H", "H", "H", "H"], "xyz": [[3.42, -0.65, 1.01], [2.68, -0.02, 0.96], [1.65, -0.57, 0.59], [1.47, -1.71, 0.18], [0.41, 0.31, 0.39], [0.81, 0.84, -1.28], [-0.83, -0.23, 0.51], [-1.79, 0.22, 1.32], [-1.22, -1.34, -0.30], [0.56, 1.24, 0.93], [1.32, 1.82, -1.10], [-0.14, 1.09, -1.66], [-2.71, 0.35, 0.87], [-1.77, -0.37, 2.14], [-0.69, -1.22, -1.17], [-0.92, -2.22, 0.11]], "mulliken_charge": [0.2492, -0.9027, 1.0876, -0.6768, -0.2019, -0.7749, 0.6264, -0.7675, -0.7602, 0.5166, 0.2658, 0.2633, 0.2464, 0.2138, 0.3369, 0.2780], "homo_lumo_gap_ha": 0.348, "e_lumo_ha": 0.032, "de_lowest_kcal_mol": 67.09}

=====

[3]
{"formula": "C4H10NO3", "method": "ωB97M-V/def2-TZVPD", "symbols": ["C", "C", "N", "C", "C", "O", "O", "H", "H", "H", "H", "H", "H", "H", "H", "H", "H", "O"], "xyz": [[-2.12, 0.94, 0.64], [-0.94, 0.89, -0.17], [0.06, -0.07, -0.42], [-0.21, -1.45, 0.00], [1.04, -2.33, -0.22], [0.92, -3.60, 0.23], [-0.50, 2.26, -0.93], [-3.12, 0.84, 0.20], [-2.03, 1.57, 1.53], [-1.28, 1.54, -1.26], [0.33, 0.06, -1.38], [-1.03, -1.82, -0.62], [-0.50, -1.43, 1.04], [1.89, -1.74, 0.23], [1.26, -2.28, -1.33], [1.15, 2.29, 1.62], [0.76, 2.63, 0.20], [1.50, 2.73, 0.84]], "mulliken_charge": [-0.7984, -0.3938, 0.1226, -0.4748, -0.4269, -0.9174, -0.5823, 0.1125, 0.1183, 0.1873, 0.2372, 0.2202, 0.3621, 0.1682, 0.0982, 0.2944, 0.3906, -0.7180], "total_charge": -2, "multiplicity": 2, "homo_lumo_gap_ha": [0.187, 0.208], "e_lumo_ha": [0.246, 0.244], "de_lowest_kcal_mol": 139.12}

=====

[4]
{"formula": "C27H57BClN6O9PS", "method": "ωB97M-V/def2-TZVPD", "symbols": ["C", "C", "O", "C", "C", "C", "P", "O", "Cl", "C", "C", "B", "N", "O", "C", "N", "S", "N", "C", "H", "H", "H", "H", "H", "H", "H", "H", "H", "H", "H", "H", "C", "O", "C", "C", "N", "C", "C", "O", "C", "H", "H", "H", "H", "H", "H", "H", "H", "H", "H", "H", "H", "H", "H", "H", "C", "O", "C", "C", "N", "C", "C", "O", "C", "H", "H", "H", "H", "H", "H", "H", "H", "H", "H", "H", "H", "H", "H", "H", "C", "O", "C", "C", "N", "C", "C", "O", "C", "H", "H", "H", "H", "H", "H", "H", "H", "H", "H", "H", "H", "H", "H", "H"], "xyz": [[5.91, 0.96, -2.86], [5.55, 0.34, -4.21], [5.52, 1.23, -5.31], [4.63, 2.33, -5.22], [3.21, 1.96, -4.88], [2.50, 2.41, -3.79], [3.23, 3.59, -2.58], [3.70, 4.84, -3.51], [1.50, 4.38, -1.73], [1.17, 1.92, -3.56], [0.51, 1.01, -4.36], [-0.95, 0.47, -4.05], [-1.24, -0.92, -4.34], [-1.94, 1.26, -3.53], [1.23, 0.59, -5.52], [0.80, -0.24, -6.48], [1.98, -0.38, -7.54], [3.09, 0.57, -6.88], [2.55, 1.05, -5.76], [6.59, 0.29, -2.35], [6.36, 1.95, -2.95], [5.04, 1.02, -2.23], [6.32, -0.38, -4.46], [4.63, -0.24, -4.14], [4.65, 2.77, -6.22], [5.03, 3.09, -4.55], [2.99, 5.20, -4.05], [0.67, 2.28, -2.68], [-2.21, -1.04, -4.64], [-1.13, -1.51, -3.52], [-1.61, 2.14, -3.35], [3.22, -4.64, 1.20], [2.89, -3.36, 1.70], [3.85, -2.35, 1.39], [3.23, -1.29, 0.51], [2.94, -1.82, -0.82], [2.17, -0.91, -1.65], [0.74, -0.60, -1.22], [-0.13, -1.72, -1.32], [-0.24, -2.54, -0.17], [2.44, -5.33, 1.54], [3.24, -4.65, 0.11], [4.18, -4.98, 1.59], [4.73, -2.79, 0.90], [4.17, -1.90, 2.33], [3.93, -0.45, 0.41], [2.33, -0.92, 1.01], [2.43, -2.69, -0.72], [2.13, -1.33, -2.66], [2.71, 0.04, -1.73], [0.36, 0.14, -1.92], [0.70, -0.15, -0.22], [-0.16, -1.95, 0.75], [0.52, -3.32, -0.17], [-1.22, -3.02, -0.19], [-6.02, -5.03, 4.06], [-6.64, -4.16, 3.13], [-6.77, -2.82, 3.59], [-5.98, -1.88, 2.71], [-4.55, -2.10, 2.88], [-3.71, -1.38, 1.93], [-3.80, -1.78, 0.46], [-3.32, -3.08, 0.20], [-4.28, -4.11, 0.31], [-6.01, -6.03, 3.62], [-4.98, -4.73, 4.25], [-6.56, -5.06, 5.00], [-6.46, -2.73, 4.63], [-7.83, -2.55, 3.54], [-6.22, -0.85, 2.98], [-6.30, -2.05, 1.67], [-4.36, -3.09, 2.79], [-2.68, -1.51, 2.25], [-3.94, -0.31, 2.01], [-3.16, -1.10, -0.11], [-4.81, -1.65, 0.05], [-5.28, -3.77, 0.02], [-4.32, -4.53, 1.32], [-3.98, -4.92, -0.37], [0.84, 5.05, 5.29], [-0.29, 4.19, 5.25], [-1.42, 4.75, 4.60], [-1.77, 3.96, 3.37], [-0.75, 4.12, 2.34], [-0.91, 3.24, 1.19], [-0.72, 1.75, 1.42], [0.61, 1.37, 1.76], [0.91, 1.36, 3.14], [1.62, 4.53, 5.84], [1.21, 5.28, 4.29], [0.60, 5.98, 5.81], [-1.25, 5.80, 4.35], [-2.26, 4.71, 5.31], [-2.73, 4.30, 2.97], [-1.89, 2.90, 3.67], [0.16, 3.96, 2.75], [-0.18, 3.56, 0.44], [-1.90, 3.40, 0.76], [-0.94, 1.24, 0.47], [-1.43, 1.34, 2.15], [0.04, 1.08, 3.74], [1.28, 2.33, 3.48], [1.69, 0.62, 3.30]], "mulliken_charge": [-0.8425, -0.0806, -0.4570, -1.2839, -0.6853, 1.5068, 0.4268, -0.5277, -0.3430, -0.1202, -0.0316, 0.7385, -0.5922, -0.6713, 0.1582, -0.5363, 0.1093, -0.5998, 0.6676, 0.3681, 0.3127, 0.0370, 0.4576, 0.0929, 0.4439, 0.4444, 0.3713, -0.1197, 0.1922, 0.2753, 0.3241, -0.7589, -0.3372, -0.8759, 0.0411, -0.2279, -0.2756, 1.5565, -0.4528, -0.4304, 0.2460, 0.3117, 0.3477, 0.4344, 0.4204, 0.3268, -0.0548, 0.2097, 0.2281, -0.1294, -0.6542, -0.6233, 0.1399, 0.2152, 0.3095, -0.7394, -0.3515, -0.7945, -0.2145, -0.2609, -0.7464, -0.4279, -0.3586, -0.7786, 0.2455, 0.3145, 0.3523, 0.4141, 0.3984, 0.3572, 0.2059, 0.1387, 0.3277, 0.3883, 0.2286, 0.3627, 0.3118, 0.2700, 0.3072, -0.7396, -0.3496, -0.8506, -0.1343, -0.3322, -0.6897, 0.2951, -0.2505, -0.8227, 0.2484, 0.3068, 0.3535, 0.4111, 0.4092, 0.3768, 0.1666, 0.1270, 0.0128, 0.4675, 0.1016, 0.0768, 0.3389, 0.2544, 0.2697], "homo_lumo_gap_ha": 0.285, "e_lumo_ha": -0.028}

=====

| no. | DFT total energy (eV) |
| --- | --- |
| 1 | -14346.83141 |
| 2 | -12149.00929 |
| 3 | -11935.20182 |
| 4 | -89613.45852 |